Entry 1:
Molecular formula: C29H23N4O3PSSm
Method: DFT, ωB97M-V/def2-TZVPD

XYZ file:
```
62
Properties=species:S:1:pos:R:3:forces:R:3:mulliken_charge:R:1
Sm 8.89767 12.53133 6.72557 -0.3 0.8 2.4 1.469
N 10.43049 7.08686 11.79129 -0.6 -1.1 0.7 -0.537
C 10.45259 7.74484 10.57524 0.2 0.5 0.8 1.057
C 10.70688 9.14170 10.60955 0.1 0.2 0.8 -0.716
C 10.91391 9.82633 9.42773 -0.6 0.3 0.0 -0.315
C 10.72576 9.16684 8.20882 -0.4 -0.1 0.9 -0.058
C 10.39644 7.81946 8.19014 0.0 -0.1 -0.2 -0.379
C 10.30946 7.08217 9.35353 0.6 2.7 0.2 -1.061
S 10.62731 10.06095 6.74751 -0.2 -0.5 -0.7 1.392
O 11.37512 9.40924 5.72792 0.2 0.1 -0.1 -0.688
O 11.00164 11.48092 7.03452 -0.2 -0.3 -0.1 -0.654
N 9.09002 10.23920 6.28189 -0.8 -0.2 0.0 -0.553
C 7.83702 9.89417 6.77871 0.2 1.4 1.5 0.415
N 7.40267 8.69391 7.09154 0.2 -0.8 -0.2 -0.460
C 6.18131 8.55803 7.61315 -0.1 0.0 -0.2 -0.086
C 5.31758 9.61461 7.86788 1.1 0.7 -0.4 -0.799
C 5.83721 10.87192 7.57233 0.7 1.0 -0.9 -0.003
N 7.10644 11.04624 7.05561 -2.1 -2.0 0.1 -0.182
H 9.96184 7.51102 12.59289 0.5 0.2 -0.6 0.220
H 10.30485 6.06682 11.84135 0.1 0.9 -0.6 0.220
H 10.74893 9.64003 11.62862 0.2 -0.6 -1.5 0.274
H 11.14648 10.88570 9.35834 0.0 -0.1 0.5 0.489
H 10.16246 7.35613 7.25193 0.1 -0.3 -0.3 0.415
H 10.09686 6.08291 9.32062 -0.5 -2.4 -0.1 0.435
H 5.81827 7.54989 7.82467 0.4 0.1 -0.1 0.398
H 4.33824 9.44009 8.26554 -0.3 0.2 0.1 0.424
H 5.24452 11.81961 7.65132 0.6 -1.0 0.2 0.425
O 9.06253 13.13337 8.99909 0.2 -0.2 0.0 -0.673
C 8.16774 13.94318 8.66039 1.1 -1.3 -1.6 0.058
C 7.84089 15.13176 9.36720 -1.9 1.5 1.2 -0.002
C 8.05498 15.40297 10.73630 -0.2 1.5 0.4 -0.463
C 7.63812 16.65225 11.33236 -0.1 -2.4 -1.3 -0.780
C 6.90167 17.49071 10.52572 0.9 -0.3 0.6 -0.713
C 6.75409 17.27015 9.17871 -0.2 0.5 -1.7 -0.054
C 7.10947 16.07162 8.55845 1.8 0.4 1.3 0.758
P 7.07348 15.75068 6.75756 -2.2 0.2 -0.1 0.246
C 8.79670 15.68546 6.27899 3.6 0.4 0.3 -0.147
C 9.89933 16.38321 6.92533 -1.8 -2.2 -0.1 -0.169
C 11.19839 15.88911 6.75666 -0.5 1.9 -0.4 -0.695
C 11.53286 14.86017 5.88080 -0.5 -1.7 1.5 -0.444
C 10.49762 14.12097 5.27608 0.8 2.8 -1.0 -0.465
C 9.19984 14.68125 5.35841 0.0 1.0 -0.5 -0.605
C 6.43866 17.39076 6.22158 0.4 -0.1 -1.6 0.688
C 5.20310 17.85878 6.63233 -0.9 0.6 0.3 -0.402
C 4.77758 19.16682 6.28503 -0.5 0.1 0.6 -0.361
C 5.52085 19.92381 5.40432 1.1 0.3 -0.3 -0.574
C 6.69871 19.36221 4.84697 -0.8 0.2 -0.2 -0.439
C 7.13452 18.10860 5.20919 -0.2 -0.3 1.6 -0.903
H 8.53848 14.68276 11.37577 0.2 -0.2 -0.1 0.486
H 7.81513 16.89639 12.36988 0.1 -0.2 0.0 0.411
H 6.53357 18.39036 10.93612 -0.3 1.0 0.3 0.463
H 6.46103 18.15656 8.58412 -0.3 -1.0 0.4 0.265
H 9.60455 17.10375 7.69334 0.6 0.1 -0.3 0.542
H 11.96034 16.50185 7.21332 0.4 -0.4 0.2 0.435
H 12.55456 14.46335 5.91803 -0.4 0.3 -0.4 0.424
H 10.78559 13.36149 4.55412 -0.3 -0.1 0.0 0.546
H 8.45731 14.48587 4.59795 -0.4 -1.0 0.0 0.554
H 4.53770 17.25287 7.27004 0.6 0.3 -0.2 0.412
H 3.89686 19.66399 6.77156 0.8 -1.0 -0.6 0.323
H 5.26973 20.98449 5.19210 0.1 -1.0 0.0 0.353
H 7.25299 19.88163 4.08738 0.1 0.4 -0.1 0.401
H 8.07699 17.68889 4.86701 -0.1 0.3 -0.3 0.383
```
Positions in Å, forces in eV/Å.

Its expectation value of S² is 8.794. The orbital gap (spin up / spin down) comes out at 7.10 / 7.28 eV. For the lowest unoccupied orbital energy (spin up / spin down), the calculation gives -3.242 / -3.083 eV. Its max |F| is 3.6 eV Å⁻¹. The net charge is +1. As for the multiplicity: 6.

=====

Entry 2:
Molecular formula: C29H24Br2N6O4PdS2
Method: DFT, ωB97M-V/def2-TZVPD

XYZ file:
```
68
Properties=species:S:1:pos:R:3:forces:R:3:mulliken_charge:R:1
Pd -0.75460 0.07555 0.11085 0.1 0.1 0.5 1.119
C -0.90488 3.46651 0.02131 -0.1 0.0 0.0 -1.466
C -2.28877 2.89995 0.04774 0.0 -0.1 -0.1 0.675
C -3.42012 3.73006 0.12499 -0.1 0.0 0.0 -0.962
C -4.67456 3.18150 0.15305 0.0 0.0 0.0 -0.686
C -4.82602 1.78368 0.09654 0.4 -0.1 0.0 0.714
C -6.07608 1.08708 0.14023 -0.4 0.2 0.1 0.077
Br -7.68053 2.04120 0.27071 0.3 -0.2 -0.1 -0.074
C -6.12831 -0.29892 0.13073 0.0 -0.2 -0.1 -0.380
C -4.97136 -1.04783 0.06259 -0.1 -0.4 0.1 -0.289
Br -5.02142 -2.91699 0.12401 -0.1 0.3 -0.1 -0.060
C -3.68533 -0.42708 -0.00511 0.2 -0.1 0.0 0.584
O -2.61798 -1.09001 -0.04977 0.1 0.1 0.0 -0.395
C -3.65197 1.02273 0.01973 -0.2 0.4 0.1 -0.385
N -2.42789 1.58151 -0.00072 0.4 -0.2 0.0 0.517
H -0.82650 4.22630 -0.75659 0.0 0.0 0.0 0.473
H -0.17480 2.67896 -0.16922 0.0 0.1 0.0 0.108
H -0.67965 3.94846 0.97429 0.0 0.0 0.0 0.345
H -3.28985 4.80193 0.17413 0.0 0.0 0.0 0.528
H -5.55245 3.80901 0.22018 0.0 0.0 0.0 0.408
H -7.08292 -0.80450 0.17248 0.0 0.0 0.0 0.479
O 5.64973 -2.06924 0.27916 0.2 -0.1 0.3 -0.633
S 4.42174 -1.98248 -0.41763 -1.1 0.3 -0.4 1.122
O 4.47131 -1.93687 -1.88286 0.0 -0.1 -0.1 -0.699
N 3.50627 -0.68701 0.00605 0.2 0.1 0.0 -0.468
C 2.24957 -1.01561 0.16328 0.3 -0.1 0.0 0.209
O 1.34563 -0.14724 0.37567 -0.4 -0.3 -0.1 -0.478
C 1.98744 -2.50285 0.09017 -0.1 0.1 0.1 0.629
C 0.78225 -3.18108 0.09793 0.1 0.0 0.1 0.195
C 0.80194 -4.57195 0.07650 -0.1 0.0 -0.1 -1.082
C 2.00407 -5.26746 0.04375 0.0 0.0 0.0 -0.466
C 3.21515 -4.58694 -0.04628 0.2 0.0 0.0 -0.819
C 3.17693 -3.21147 -0.02845 0.0 0.3 -0.2 -0.218
H -0.15699 -2.64622 0.09959 -0.1 0.0 0.1 0.604
H -0.12946 -5.12246 0.07660 0.0 0.0 0.1 0.457
H 1.99935 -6.34818 0.07228 0.0 0.0 -0.1 0.430
H 4.15372 -5.11974 -0.11882 0.0 0.0 0.0 0.496
N -1.82777 -2.07397 2.63237 0.0 0.0 0.0 -0.196
C -1.21407 -1.01927 3.22197 0.0 0.2 0.1 0.613
C -1.01494 -0.99714 4.61614 0.0 0.1 0.0 -1.020
C -0.36368 0.06692 5.18597 -0.1 -0.1 -0.1 -0.277
C 0.09392 1.10633 4.37341 0.0 0.2 -0.1 -0.999
C -0.14899 1.02888 3.02599 0.1 0.1 0.3 -0.349
N -0.79734 0.00084 2.45342 -0.2 -0.3 -0.7 0.515
H -2.18043 -2.82124 3.20130 0.0 0.0 0.0 0.228
H -2.11728 -2.02220 1.67241 0.0 -0.1 0.0 0.096
H -1.38100 -1.82159 5.21227 0.0 0.0 0.0 0.419
H -0.20688 0.10082 6.25521 0.0 0.0 0.0 0.421
H 0.62645 1.94966 4.78601 0.0 0.0 0.0 0.458
H 0.18701 1.81192 2.35701 0.0 0.0 0.0 0.394
N 1.19813 -1.97614 -3.13781 1.3 -0.1 -0.1 -0.149
C 1.19443 -0.69424 -2.84430 -1.9 0.1 0.1 0.233
S -0.31861 0.04408 -2.53216 0.2 0.2 0.1 -0.524
N 2.42240 -0.09798 -2.83163 1.0 0.3 -0.1 0.035
C 2.81415 1.20448 -2.73600 -0.5 -0.7 0.0 0.834
C 1.97413 2.31642 -3.00087 -0.3 0.6 -0.1 -0.257
C 2.47792 3.58736 -2.88264 -0.4 -0.4 -0.2 -0.825
C 3.82118 3.78357 -2.54044 0.2 0.0 0.1 -0.341
C 4.66257 2.68533 -2.30220 0.1 -0.3 0.0 -0.867
C 4.17800 1.41209 -2.40684 0.7 0.2 0.1 -0.227
H 0.32791 -2.47891 -3.21206 0.0 0.0 0.1 0.276
H 2.09184 -2.45702 -3.25747 -0.4 -0.2 -0.1 0.243
H 3.20189 -0.77732 -2.83232 0.2 0.2 0.5 0.210
H 0.97354 2.16236 -3.36546 -0.1 -0.1 0.1 0.593
H 1.85033 4.43698 -3.11154 0.0 0.0 0.0 0.480
H 4.22075 4.78768 -2.49043 0.0 0.0 0.0 0.451
H 5.69883 2.84346 -2.03881 0.0 0.0 0.0 0.444
H 4.81294 0.55550 -2.21960 0.0 0.0 0.0 0.480
```
Positions in Å, forces in eV/Å.

Its expectation value of S² is 6.059. The orbital gap (spin up / spin down) comes out at 7.28 / 4.19 eV. For the lowest unoccupied orbital energy (spin up / spin down), the calculation gives -5.986 / -9.063 eV. Its max |F| is 1.9 eV Å⁻¹. The net charge is +2. As for the multiplicity: 5. The energy above the lowest of the compared OMol25 structures with the same formula, charge and spin is 0.0000 eV.

=====

Entry 3:
Molecular formula: C29H24ClN7O2ReS3
Method: DFT, ωB97M-V/def2-TZVPD

XYZ file:
```
67
Properties=species:S:1:pos:R:3:forces:R:3:mulliken_charge:R:1
Re -0.83703 0.12480 0.37569 -0.8 -0.4 0.4 1.457
C -1.55600 1.08906 3.74593 -0.1 0.1 0.1 -0.574
C -2.09083 -0.23277 3.59958 -0.1 0.1 0.1 -0.795
C -1.25878 -0.97622 2.81620 0.1 0.0 -0.4 -0.567
C -0.15049 -0.10553 2.35843 0.3 0.0 0.2 0.014
C -0.39053 1.17161 3.04868 0.1 -0.1 -0.2 -1.181
H -1.99937 1.87593 4.33872 0.0 0.0 0.0 0.537
H -2.99423 -0.59135 4.07308 0.0 0.0 0.0 0.574
H -1.37356 -2.02409 2.58267 0.0 0.0 0.0 0.468
H 0.86776 -0.49709 2.34866 0.0 0.0 0.0 0.732
H 0.25545 2.03322 2.97336 0.0 0.0 0.0 0.559
N -0.28097 -3.38488 -1.87211 0.0 -0.1 -0.1 0.074
C 0.35727 -3.94268 -0.77747 0.0 0.1 0.1 0.767
C 1.00564 -5.16142 -0.62183 0.0 0.0 0.0 -1.242
C 1.56531 -5.40804 0.61193 0.0 0.0 0.0 -0.595
C 1.48017 -4.46635 1.64927 0.0 0.0 0.0 -1.027
C 0.83007 -3.26135 1.48979 0.0 0.0 0.0 -0.863
C 0.25036 -2.99709 0.24743 0.1 -0.1 0.0 0.330
N -0.46005 -1.89639 -0.24678 0.0 0.1 -0.1 0.896
C -0.73149 -2.17614 -1.51678 0.1 -0.1 0.1 -0.342
C -1.35793 -1.18968 -2.37032 0.1 0.1 -0.1 -0.356
C -1.71551 -1.22380 -3.68030 -0.2 0.0 0.0 -0.131
S -2.36977 0.28147 -4.13966 0.2 0.1 0.0 -0.126
C -2.08829 0.89497 -2.58672 -0.1 -0.1 0.0 -0.507
N -1.57162 0.02460 -1.76178 0.1 0.0 0.2 0.486
H -0.32445 -3.78115 -2.79690 0.0 0.0 0.0 0.266
H 1.07146 -5.87740 -1.42984 0.0 0.0 0.0 0.463
H 2.08195 -6.34120 0.78714 0.0 0.0 0.0 0.423
H 1.93908 -4.69348 2.60166 0.0 0.0 0.0 0.466
H 0.78301 -2.56401 2.31021 0.0 0.0 0.0 0.323
H -1.64285 -2.03807 -4.38278 0.0 0.0 0.0 0.458
H -2.31038 1.91600 -2.31325 0.0 0.0 0.0 0.350
Cl -6.05295 2.14011 1.43974 0.0 0.0 0.0 -0.178
C -5.13046 0.74587 1.06164 0.0 -0.1 0.0 -0.183
C -5.71485 -0.50815 0.96980 0.0 0.0 0.0 -0.172
C -4.89983 -1.58641 0.66119 -0.1 0.0 0.0 -1.061
C -3.55098 -1.38498 0.45912 0.0 0.0 -0.1 -0.063
N -2.98821 -0.17002 0.55852 0.0 0.1 -0.1 0.613
C -3.77059 0.87546 0.85225 0.1 0.0 0.0 -0.185
H -6.77628 -0.63084 1.13807 0.0 0.0 0.0 0.491
H -5.30816 -2.58386 0.58260 0.0 0.0 0.0 0.494
H -2.89020 -2.20839 0.23169 0.0 0.0 0.0 0.416
H -3.29769 1.84138 0.93277 0.0 0.0 0.0 0.182
N 6.75421 3.27799 -0.83199 0.0 0.0 0.0 -0.453
C 5.56868 2.68109 -1.06752 0.0 0.0 0.0 1.087
C 5.14506 1.59314 -0.27079 0.0 0.0 0.0 -0.823
C 3.94522 0.97904 -0.51596 0.0 0.0 0.0 -0.705
C 3.12537 1.44613 -1.54964 -0.1 -0.1 0.0 -0.475
C 3.52728 2.51681 -2.35064 -0.1 0.0 0.0 -0.216
C 4.73319 3.12760 -2.11138 0.0 0.0 0.0 -0.862
S 1.62933 0.65235 -1.85683 0.1 0.1 -0.1 1.770
O 1.74662 -0.77213 -1.78968 0.0 0.0 0.1 -0.728
O 0.95953 1.27209 -2.96619 0.0 0.0 0.0 -0.707
N 0.68917 1.02943 -0.47083 0.3 -0.1 -0.2 0.286
C 0.28510 2.32762 -0.23794 -0.3 0.2 0.1 0.194
S 0.88784 3.88263 -0.56075 0.1 0.0 -0.1 0.048
C -0.48256 4.54427 0.26295 0.0 0.0 0.0 -0.551
C -1.29683 3.57440 0.72745 -0.1 0.0 0.1 -1.134
N -0.86464 2.30371 0.42076 0.2 0.1 -0.1 0.575
H 7.37607 2.93527 -0.12178 0.0 0.0 0.0 0.201
H 7.08944 4.01738 -1.42325 0.0 0.0 0.0 0.202
H 5.78616 1.23413 0.52388 0.0 0.0 0.0 0.325
H 3.63808 0.12637 0.07669 0.0 0.0 0.0 0.481
H 2.89108 2.84815 -3.16106 0.0 0.0 0.0 0.519
H 5.05600 3.94867 -2.73841 0.0 0.0 0.0 0.329
H -0.59590 5.61118 0.36161 0.0 0.0 0.0 0.474
H -2.19670 3.73105 1.30200 0.0 0.0 0.0 0.471
```
Positions in Å, forces in eV/Å.

Its expectation value of S² is 0.760. The orbital gap (spin up / spin down) comes out at 5.89 / 6.27 eV. For the lowest unoccupied orbital energy (spin up / spin down), the calculation gives -6.993 / -6.617 eV. Its max |F| is 1.0 eV Å⁻¹. The net charge is +2. As for the multiplicity: 2. The energy above the lowest of the compared OMol25 structures with the same formula, charge and spin is 0.2318 eV.

=====

Entry 4:
Molecular formula: C29H24Co2NO6
Method: DFT, ωB97M-V/def2-TZVPD

XYZ file:
```
62
Properties=species:S:1:pos:R:3:forces:R:3:mulliken_charge:R:1
O 3.38576 2.46665 0.05713 -1.2 -0.6 0.4 -0.232
C 2.35434 2.08876 0.35135 1.3 1.2 -0.4 0.253
Co 0.71079 1.49397 0.84354 0.9 -4.3 1.2 -0.055
C -0.19374 2.69838 1.80546 -0.3 1.1 1.0 0.284
O -0.80858 3.40291 2.45356 0.5 -0.5 -0.7 -0.239
C -0.27540 1.19312 -0.65425 -0.8 0.3 -2.0 0.337
O -0.92660 0.97973 -1.56423 0.7 0.1 1.2 -0.242
C 1.29711 0.11542 2.26605 -2.5 -1.4 -0.9 -0.734
C 0.09475 -0.32877 1.57499 0.8 0.6 3.5 0.115
C -1.23002 0.03680 2.11393 2.7 -0.3 -2.1 0.106
C -2.41326 -0.40641 1.54138 -2.1 -0.6 -0.8 0.817
C -3.64819 0.28272 1.74054 1.2 -0.2 -0.1 -0.195
C -4.79026 -0.15441 1.13336 -0.6 0.1 -0.2 -1.063
C -4.78029 -1.27625 0.31456 -0.1 0.1 0.0 -0.365
C -3.59251 -1.94495 0.07421 0.0 -0.4 -0.3 -0.891
C -2.43175 -1.51905 0.66020 0.5 0.3 0.4 -0.010
Co 1.68640 -1.57240 1.18731 -2.7 4.1 -0.8 -0.081
C 3.38131 -1.09658 0.67053 2.5 -0.6 -0.2 0.274
O 4.43406 -0.81143 0.34379 -1.6 -0.1 0.4 -0.211
C 0.80063 -2.15513 -0.29110 -0.4 -1.2 -1.9 0.162
O 0.21230 -2.51845 -1.19538 0.5 0.5 0.9 -0.235
C 1.56401 -2.83857 2.47250 0.4 -0.5 1.3 0.157
O 1.46628 -3.61654 3.29840 0.0 0.9 -1.2 -0.227
H 1.30417 -0.15977 3.32694 0.5 1.2 0.0 0.372
H -1.25990 0.81846 2.85206 0.0 0.0 0.4 0.925
H -3.64831 1.21271 2.27678 0.0 0.1 0.3 0.608
H -5.70396 0.40933 1.24339 -0.1 0.0 0.1 0.441
H -5.68815 -1.59598 -0.17752 0.0 0.0 0.0 0.429
H -3.56738 -2.78446 -0.60728 0.0 0.0 0.0 0.463
H -1.50638 -2.03661 0.44244 -0.2 0.1 0.2 0.133
C 0.56144 -2.71643 7.20074 0.0 0.1 0.1 -0.457
C 1.38362 -1.49925 7.69734 -0.1 0.0 0.1 -0.584
C 0.49946 -0.26104 7.45213 -0.9 0.2 -0.2 -0.666
N -0.87863 -0.74438 7.18023 0.3 -0.6 1.0 0.118
C -1.93826 0.13659 6.82296 1.4 -0.3 -0.6 0.901
C -1.69566 1.40205 6.42185 0.3 -0.5 -0.1 -0.868
C -2.79207 2.30449 5.97128 -0.6 0.1 -0.1 -1.173
C -3.86734 1.50080 5.20859 0.1 0.3 0.1 -0.358
C -4.27877 0.27166 5.98010 0.3 0.2 0.1 0.557
C -3.33627 -0.34806 6.81590 -0.1 -0.3 0.1 0.429
C -3.75231 -1.39553 7.63652 0.1 0.2 -0.1 -0.676
C -5.04852 -1.86219 7.57558 -0.1 -0.2 0.0 -0.723
C -5.95627 -1.28565 6.70792 -0.1 -0.1 -0.1 -0.601
C -5.57384 -0.22385 5.91224 0.3 0.1 0.1 -0.700
C -0.79683 -2.16065 6.72920 -0.5 0.7 0.1 -0.445
H 1.07730 -3.25577 6.39431 -0.2 0.2 0.2 0.226
H 0.42720 -3.44124 8.01414 0.0 0.2 -0.2 0.282
H 1.62053 -1.59697 8.76634 -0.2 0.0 -0.3 0.265
H 2.35004 -1.41662 7.17945 -0.4 0.1 0.1 0.300
H 0.47681 0.41330 8.31673 0.0 0.0 -0.2 0.366
H 0.85364 0.31568 6.58978 0.2 0.1 -0.1 0.254
H -0.68792 1.77319 6.41234 0.3 0.1 0.1 0.471
H -3.24368 2.76650 6.85602 -0.2 0.1 -0.1 0.370
H -2.41536 3.13596 5.35412 0.0 -0.3 0.2 0.341
H -4.75106 2.12109 5.00592 0.2 -0.1 0.0 0.550
H -3.47024 1.18742 4.23574 0.1 0.1 0.1 -0.627
H -3.06634 -1.81244 8.35446 0.2 -0.1 0.0 0.680
H -5.35764 -2.69420 8.18741 0.0 0.0 0.2 0.416
H -6.97092 -1.64443 6.66693 -0.2 -0.1 0.0 0.408
H -6.27646 0.22763 5.23076 -0.2 0.2 0.0 0.455
H -0.88496 -2.17690 5.63902 0.1 -0.2 -0.2 -0.018
H -1.63232 -2.73896 7.13143 0.2 0.0 -0.2 0.410
```
Positions in Å, forces in eV/Å.

The orbital gap comes out at 3.70 eV. For the lowest unoccupied orbital energy, the calculation gives -5.866 eV. Its max |F| is 5.0 eV Å⁻¹. The net charge is +1. The energy above the lowest of the compared OMol25 structures with the same formula, charge and spin is 0.0000 eV.

=====

Number 1: DFT total energy -2960.8993 Eh. Number 2: DFT total energy -7820.7480 Eh. Number 3: DFT total energy -3385.8355 Eh. Number 4: DFT total energy -4390.7942 Eh.